A cluster of 2 separate species, C31H50BI3N4O4P in total at a distorted geometry, computed with ωB97M-V/def2-TZVPD.

Values from the calculation:
Electronic energy (a.u.): -2990.10091
Orbital gap (Ha): 0.2053
Net charge: +1

Geometry as XYZ:
```
94
Properties=species:S:1:pos:R:3:mulliken_charge:R:1
C 1.637 1.156 7.224 -0.87
C 2.275 0.821 5.812 0.60
O 3.471 0.824 5.734 -0.46
O 1.366 0.486 4.801 -0.20
C 1.827 0.777 3.497 -0.66
N 0.910 1.730 2.738 1.52
C 0.948 2.954 3.623 -0.64
I -0.548 3.365 5.172 0.24
C 1.936 3.916 3.598 0.23
C 1.924 5.170 4.569 -1.24
I 3.628 3.828 2.291 0.16
C -0.564 1.350 2.826 -2.60
C -0.874 0.395 1.560 0.78
P -2.784 0.348 1.681 0.18
N -3.434 1.737 1.274 -0.74
B -0.505 -1.158 1.647 0.62
O 0.123 -1.939 0.652 -0.65
O -0.814 -1.822 2.880 -0.56
C -0.243 1.332 0.449 0.24
C -0.125 0.850 -1.037 -1.07
C -1.617 0.884 -1.638 -0.20
C -1.654 1.098 -3.206 -0.86
C -2.779 0.130 -3.785 -0.89
C -2.333 -1.385 -3.838 -0.23
C -2.810 -2.122 -5.174 -0.80
C -2.465 -3.681 -5.052 -0.59
C -0.955 -3.859 -5.529 -0.59
C -0.405 -5.321 -5.194 -0.52
C 1.081 -5.172 -4.682 -0.39
C 1.855 -6.552 -4.844 -0.74
C 2.685 -6.632 -6.191 -0.73
N 3.581 -5.466 -6.305 0.28
C 3.409 -4.425 -7.213 -0.28
C 4.437 -3.407 -7.071 -0.49
C 5.318 -3.919 -5.971 -0.53
C 4.719 -5.185 -5.540 -0.34
C 1.072 1.832 1.249 -1.24
I 2.702 0.781 0.261 0.18
H 0.515 1.189 7.111 0.23
H 2.061 2.083 7.673 0.29
H 1.832 0.231 7.844 0.32
H 1.910 -0.218 2.965 0.38
H 2.849 1.231 3.436 0.45
H 1.029 5.773 4.263 0.38
H 2.824 5.815 4.362 0.41
H 1.908 4.859 5.645 0.31
H -0.899 0.745 3.698 0.42
H -1.185 2.240 2.510 0.99
H -3.065 0.108 3.054 0.14
H -3.212 -0.761 0.871 0.13
H -4.079 1.574 0.495 0.28
H 1.084 -1.757 0.665 0.27
H 0.025 -2.060 3.314 0.33
H -0.869 2.275 0.398 0.49
H 0.479 1.560 -1.675 0.48
H 0.204 -0.216 -1.160 0.30
H -2.209 1.694 -1.136 0.38
H -2.101 -0.110 -1.399 -0.11
H -0.666 0.945 -3.714 0.44
H -2.065 2.138 -3.375 0.37
H -3.724 0.189 -3.165 0.27
H -3.077 0.424 -4.831 0.46
H -1.213 -1.451 -3.823 0.05
H -2.744 -2.007 -2.988 0.32
H -3.905 -1.967 -5.374 0.38
H -2.212 -1.701 -6.030 0.36
H -2.510 -3.960 -3.963 0.29
H -3.183 -4.302 -5.657 0.35
H -0.359 -3.113 -4.941 0.17
H -0.885 -3.610 -6.623 0.29
H -0.464 -5.915 -6.152 0.27
H -1.043 -5.784 -4.389 0.37
H 1.610 -4.316 -5.187 0.36
H 1.074 -4.933 -3.577 0.17
H 2.519 -6.766 -3.956 0.37
H 1.067 -7.352 -4.898 0.37
H 3.266 -7.595 -6.154 0.31
H 2.005 -6.653 -7.082 0.32
H 2.570 -4.375 -7.942 0.30
H 4.533 -2.478 -7.679 0.37
H 6.224 -3.424 -5.563 0.36
H 5.162 -5.808 -4.724 0.29
H 1.141 2.910 0.965 0.75
N -1.273 7.594 6.955 -0.45
C -1.932 6.432 6.951 0.10
C -3.053 6.175 7.723 -0.48
C -3.519 7.182 8.554 -0.30
C -2.853 8.396 8.578 -0.36
C -1.742 8.551 7.763 -0.24
H -1.524 5.676 6.286 0.18
H -3.548 5.213 7.676 0.32
H -4.393 7.021 9.175 0.38
H -3.187 9.205 9.214 0.37
H -1.190 9.484 7.745 0.36
```

---

A structure of composition C31H50Cl3CoF16O11 at a distorted geometry, computed with ωB97M-V/def2-TZVPD.

Values from the calculation:
Electronic energy (a.u.): -6399.52206
Orbital gap (spin up / spin down) (Ha): 0.2822 / 0.2471
2S+1: 4
Energy relative to the best compared isomer or geometry (same formula, charge and spin) (kJ/mol): 180.9
Net charge: +1

Geometry as XYZ:
```
112
Properties=species:S:1:pos:R:3:mulliken_spin:R:1
Co 0.993 -5.124 24.597 2.85
Cl 4.439 -5.898 23.855 0.00
O 5.317 -4.784 24.018 0.00
O 3.075 -5.474 24.183 0.01
O 4.485 -6.414 22.509 0.00
O 4.781 -6.948 24.769 0.00
C 7.214 -7.087 16.724 0.00
C 7.486 -5.750 16.099 0.00
C 6.255 -4.850 15.996 0.00
F 6.565 -3.750 15.265 0.00
F 5.208 -5.476 15.395 0.00
F 8.405 -5.055 16.874 0.00
F 8.096 -5.875 14.878 0.00
O 6.450 -6.891 17.892 0.00
C 5.854 -8.014 18.359 0.00
C 5.127 -7.597 19.627 0.00
F 4.196 -6.678 19.310 0.00
F 4.569 -8.650 20.247 0.00
F 4.997 -8.525 17.463 0.00
F 6.795 -8.948 18.636 0.00
H 8.132 -7.622 16.980 0.00
H 6.750 -7.743 15.979 0.00
H 5.944 -4.511 16.988 0.00
H 5.817 -7.161 20.353 0.00
C 7.190 -1.465 24.132 0.00
C 6.156 -1.101 25.167 0.00
C 6.748 -1.212 26.580 0.00
F 5.741 -1.182 27.507 0.00
F 7.480 -2.348 26.719 0.00
F 5.666 0.154 24.995 0.00
F 5.082 -1.986 25.063 0.00
O 8.336 -0.682 24.405 0.00
C 9.109 -0.415 23.333 0.00
C 10.311 0.376 23.835 0.00
F 11.105 0.667 22.790 0.00
F 9.952 1.515 24.459 0.00
F 9.580 -1.581 22.808 0.00
F 8.409 0.196 22.364 0.00
H 6.818 -1.273 23.117 0.00
H 7.424 -2.531 24.137 0.00
H 7.428 -0.374 26.760 0.00
H 10.836 -0.254 24.559 0.00
C 1.483 -6.948 20.944 0.00
C 0.262 -6.055 20.659 0.00
C -0.392 -5.814 22.024 0.00
O 0.649 -6.215 22.969 0.03
C 1.288 -7.389 22.381 0.00
H 2.426 -6.416 20.867 0.00
H 1.504 -7.819 20.293 0.00
H -0.401 -6.569 19.964 0.00
H 0.522 -5.116 20.176 0.00
H -1.278 -6.414 22.223 0.00
H -0.617 -4.759 22.171 0.00
H 0.535 -8.175 22.496 0.00
H 2.212 -7.667 22.877 0.00
C 0.897 -2.984 28.020 0.00
C 2.164 -2.324 27.452 0.00
C 2.718 -3.367 26.476 -0.01
O 1.677 -4.367 26.322 0.03
C 1.029 -4.455 27.630 0.00
H 0.032 -2.526 27.537 0.00
H 0.778 -2.929 29.100 0.00
H 2.894 -2.214 28.251 0.00
H 1.971 -1.396 26.923 0.00
H 3.648 -3.840 26.812 0.01
H 3.073 -3.041 25.497 0.01
H 1.742 -5.005 28.247 0.00
H 0.071 -4.963 27.559 0.00
C 2.963 -2.182 22.511 0.00
C 2.117 -1.186 23.337 0.00
C 0.947 -2.054 23.862 0.00
O 1.276 -3.420 23.462 0.03
C 2.042 -3.347 22.260 -0.01
H 3.734 -2.583 23.175 0.00
H 3.459 -1.829 21.611 0.00
H 1.755 -0.337 22.758 0.00
H 2.723 -0.761 24.136 0.00
H -0.027 -1.763 23.463 0.00
H 0.880 -2.079 24.952 0.00
H 1.470 -3.213 21.330 0.01
H 2.586 -4.274 22.073 0.01
C 7.577 -3.769 19.834 0.00
C 6.445 -4.711 20.253 0.00
C 5.382 -3.738 20.785 0.00
O 5.872 -2.417 20.539 0.00
C 6.808 -2.520 19.449 0.00
H 8.189 -4.221 19.052 0.00
H 8.210 -3.529 20.681 0.00
H 6.768 -5.458 20.976 0.00
H 6.062 -5.261 19.390 0.00
H 5.229 -3.836 21.862 0.00
H 4.405 -3.829 20.294 0.00
H 7.422 -1.622 19.544 0.00
H 6.377 -2.476 18.443 0.00
C 6.442 -6.697 28.038 0.00
C 6.123 -5.205 28.074 0.00
C 4.920 -5.180 29.030 0.00
O 4.182 -6.329 28.672 0.00
C 5.082 -7.375 28.249 0.00
H 7.159 -6.891 28.837 0.00
H 6.895 -6.970 27.086 0.00
H 5.897 -4.829 27.070 0.00
H 6.853 -4.506 28.489 0.00
H 4.271 -4.312 28.886 0.00
H 5.308 -5.141 30.056 0.00
H 4.690 -7.886 27.373 0.00
H 5.134 -8.092 29.077 0.00
C 7.941 -7.447 22.677 0.00
Cl 9.215 -6.422 21.948 0.00
Cl 8.664 -8.284 24.070 0.00
H 7.234 -6.749 23.097 0.00
H 7.560 -8.158 21.962 0.00
```